Record 1
A molecular structure, C28H17F5IN2OTi. Source: OMol25; level of theory: the ωB97M-V functional and the def2-TZVPD basis.

Values from the calculation:
- charge = +1
- frontier orbital gap (eV) = 7.2
- ΔE to the lowest compared entry with this formula, charge and spin (kcal/mol) = 0.0

Geometry as XYZ:
```
55
Properties=species:S:1:pos:R:3:forces:R:3
Ti 0.54174 -0.41680 0.61027 -0.538 -0.207 0.016
I 0.39626 -0.17305 3.50741 0.012 0.023 -0.078
C -0.64018 -1.99623 3.50537 -0.061 -0.113 0.016
C -1.23106 -2.42375 4.65793 0.074 0.149 0.020
C -1.86701 -3.67892 4.67846 -0.031 -0.086 -0.051
C -1.86960 -4.46218 3.56040 -0.001 0.017 0.037
C -1.25511 -4.02517 2.36396 0.012 0.050 0.026
C -1.22924 -4.85039 1.21156 0.018 0.005 -0.027
C -0.61972 -4.43744 0.06583 -0.018 -0.010 -0.002
C -0.03379 -3.15380 0.00489 0.016 0.027 -0.034
C -0.04500 -2.30514 1.09006 0.054 0.145 -0.011
C -0.63818 -2.74967 2.31025 0.033 0.020 -0.027
H -1.20895 -1.81829 5.55391 0.003 0.002 -0.001
H -2.33791 -4.01702 5.59074 -0.002 -0.003 0.004
H -2.33984 -5.43693 3.57509 -0.006 -0.006 0.003
H -1.69764 -5.82493 1.26571 0.001 -0.010 -0.005
H -0.58848 -5.07856 -0.80435 -0.007 -0.008 -0.001
H 0.42138 -2.85482 -0.93270 -0.002 0.013 0.015
C 0.04133 -0.25221 -2.47126 -0.054 0.005 0.023
N 0.99570 -0.37555 -1.36575 0.009 -0.004 0.140
C 2.28679 -0.35709 -1.61618 0.068 0.046 -0.013
C 3.16704 -0.37278 -0.53524 0.108 0.062 -0.178
C 4.55954 -0.37951 -0.42436 -0.076 0.042 0.033
C 4.84185 -0.36911 0.93832 0.001 -0.068 0.022
C 3.61854 -0.36811 1.60692 -0.018 0.049 0.011
N 2.59207 -0.36263 0.73436 -0.299 0.101 0.018
C 0.00759 1.13077 -3.08906 -0.005 0.030 0.066
C 0.50380 2.24599 -2.42441 0.020 -0.026 -0.023
C 0.39941 3.50896 -2.99310 -0.002 0.013 0.002
C -0.19901 3.66639 -4.23231 -0.001 0.019 -0.004
C -0.68651 2.55460 -4.90630 -0.003 -0.021 -0.002
C -0.58274 1.29522 -4.33843 -0.023 -0.015 0.023
H -0.94531 -0.49736 -2.07175 0.008 -0.015 -0.046
H 0.26990 -1.00217 -3.23397 0.029 0.018 0.005
H 2.64459 -0.30251 -2.64226 0.010 -0.051 0.010
H 5.26278 -0.38709 -1.24100 0.011 0.001 -0.016
H 5.81344 -0.36999 1.40187 0.009 -0.009 0.010
H 3.44192 -0.37168 2.67114 0.021 0.002 0.002
H 0.99553 2.13985 -1.46607 0.007 0.005 -0.002
H 0.79450 4.36866 -2.46721 0.005 0.004 0.001
H -0.27748 4.64920 -4.67671 -0.002 0.002 -0.006
H -1.14488 2.66760 -5.87948 -0.004 0.004 -0.003
H -0.96675 0.43206 -4.86966 -0.003 -0.007 -0.009
F -2.37445 5.71121 0.83172 0.001 0.002 -0.004
C -2.07520 4.42356 0.74493 0.025 -0.033 -0.007
C -3.07044 3.49675 0.46933 -0.008 -0.022 -0.004
F -4.31674 3.90933 0.29314 -0.002 0.006 0.001
C -2.77461 2.14402 0.37673 0.101 0.006 -0.001
F -3.73292 1.26779 0.10245 -0.020 0.014 0.001
C -1.46881 1.71055 0.55953 0.064 0.356 0.034
O -1.09152 0.43288 0.47000 0.564 -0.466 0.003
C -0.49339 2.65894 0.83651 -0.119 -0.086 -0.021
F 0.77065 2.16968 0.98225 0.016 0.040 0.035
C -0.76347 4.00513 0.92913 -0.003 -0.019 -0.004
F 0.19962 4.88168 1.18140 0.008 0.007 0.001
```
Forces are in eV/Å.

Record 2
A molecular structure, C34H36LuN2O4S2Si. Source: OMol25; level of theory: the ωB97M-V functional and the def2-TZVPD basis.

Values from the calculation:
- charge = -1
- frontier orbital gap (eV) = 7.6
- ΔE to the lowest compared entry with this formula, charge and spin (kcal/mol) = 14.0

Geometry as XYZ:
```
80
Properties=species:S:1:pos:R:3:forces:R:3
Lu 0.29343 1.40957 0.91549 -0.604 0.159 0.124
O 0.27450 2.53838 -0.97586 0.057 -0.395 -0.250
C -0.39683 3.60522 -1.22425 -0.138 0.859 -0.160
C -1.07819 3.76849 -2.46433 0.108 -0.240 0.051
C -1.86780 4.85797 -2.72683 0.076 0.007 0.057
C -1.98725 5.89760 -1.80069 -0.152 0.174 0.010
C -1.27119 5.83312 -0.63193 0.080 -0.143 0.004
C -0.46592 4.72734 -0.32304 -0.387 -0.484 -0.512
C 0.42536 4.77592 0.79371 0.592 -0.267 0.308
N 1.04863 3.74425 1.23061 -0.198 0.322 0.041
C 2.19709 3.89599 2.08400 0.322 0.044 0.092
C 3.28336 2.97812 1.48576 0.093 0.468 0.052
N 2.77467 1.62877 1.58523 -0.146 -0.290 -0.101
C 3.53364 0.75393 2.14657 -0.057 0.518 -0.162
C 3.10848 -0.49719 2.67170 -0.577 -0.551 0.101
C 4.07051 -1.40725 3.14048 -0.065 0.044 0.030
C 3.71875 -2.54459 3.81678 0.283 -0.120 0.044
C 2.36553 -2.78563 4.07921 0.038 0.006 -0.060
C 1.40130 -1.91864 3.65048 -0.193 0.155 -0.149
C 1.71099 -0.75707 2.88647 0.689 -0.205 0.354
O 0.78983 0.03225 2.48780 -0.046 -0.155 0.081
H -0.98158 2.96976 -3.18853 -0.017 -0.083 0.006
H -2.41198 4.92130 -3.66127 0.026 -0.057 -0.055
H -2.62815 6.74013 -2.01490 -0.026 0.077 0.032
H -1.33101 6.64048 0.08561 0.035 0.110 0.066
H 0.64290 5.77281 1.20574 0.065 -0.113 -0.026
H 1.96711 3.53407 3.09614 0.040 0.080 -0.106
H 2.54307 4.94047 2.14324 -0.032 -0.151 0.006
H 4.23063 3.10205 2.03488 -0.115 -0.038 -0.116
H 3.43775 3.24884 0.43393 -0.042 0.041 0.122
H 4.59003 1.00250 2.33157 -0.108 0.072 0.006
H 5.11678 -1.19506 2.96085 0.114 0.082 -0.015
H 4.47389 -3.23250 4.17125 0.037 -0.026 -0.032
H 2.08378 -3.67230 4.63118 -0.063 -0.040 0.055
H 0.36150 -2.09853 3.86704 -0.177 -0.010 0.006
C -3.05615 1.75835 -0.71063 -0.160 -0.083 -0.462
O -2.19103 1.83840 0.41618 -0.070 0.186 0.276
C -2.68073 2.42681 1.54668 0.047 0.035 0.012
S -4.21553 2.99992 1.63784 -0.407 0.151 0.058
S -1.50349 2.45980 2.76510 0.378 -0.197 0.156
H -2.48484 1.27078 -1.50013 0.047 0.064 0.124
H -3.37180 2.76350 -1.00472 0.081 -0.180 -0.015
H -3.94351 1.17102 -0.46710 0.100 0.027 0.026
C -2.26495 -4.12275 -0.03909 0.165 0.153 -0.163
C -2.02611 -2.66317 0.34843 0.098 -0.058 -0.137
C -3.35010 -1.90381 0.24218 0.272 0.132 -0.117
C -1.54990 -2.63571 1.80090 0.186 0.222 -0.234
Si -0.69808 -1.72015 -0.70643 -0.197 -1.056 -0.371
O -0.45627 -0.28305 -0.12066 0.413 1.124 0.376
C 0.98614 -2.62557 -0.69418 -0.513 0.293 0.119
C 1.20061 -3.96109 -1.00737 -0.153 -0.096 -0.077
C 2.45712 -4.53258 -0.91330 0.022 -0.255 -0.076
C 3.53645 -3.77148 -0.50221 0.100 0.025 -0.006
C 3.34986 -2.42980 -0.21266 0.244 0.008 -0.022
C 2.09018 -1.86961 -0.31425 -0.063 0.280 0.062
C -1.20771 -1.53062 -2.54075 0.029 -0.177 0.560
C -0.89873 -0.32126 -3.15655 0.115 0.184 0.203
C -1.20704 -0.08209 -4.48270 0.031 0.070 -0.177
C -1.83426 -1.06017 -5.23691 0.045 0.015 -0.066
C -2.12965 -2.27759 -4.64984 -0.076 -0.140 -0.203
C -1.82190 -2.50242 -3.31914 -0.025 -0.217 -0.011
H -2.99741 -4.58119 0.63166 -0.078 0.019 0.059
H -1.34777 -4.70283 0.03488 0.090 -0.136 -0.007
H -2.64781 -4.20411 -1.05391 -0.090 -0.128 -0.114
H -4.15651 -2.43755 0.75035 -0.044 -0.086 0.073
H -3.62951 -1.76423 -0.80087 -0.192 0.026 -0.140
H -3.25399 -0.92278 0.69994 -0.045 0.206 0.042
H -2.30341 -3.05539 2.47357 -0.083 -0.054 0.013
H -1.33880 -1.61060 2.10338 0.039 0.045 0.169
H -0.63129 -3.21399 1.90049 0.105 -0.062 0.137
H 0.36664 -4.56346 -1.33723 -0.061 -0.166 -0.057
H 2.59754 -5.57629 -1.16492 -0.007 -0.054 0.010
H 4.51679 -4.22228 -0.41615 0.044 0.015 0.006
H 4.19196 -1.82434 0.09143 0.050 0.066 0.056
H 1.93663 -0.81210 -0.09931 0.178 -0.230 0.028
H -0.40342 0.43830 -2.56642 0.038 0.192 0.030
H -0.94090 0.86132 -4.93855 -0.007 0.121 -0.019
H -2.07187 -0.88254 -6.27696 -0.020 0.014 -0.063
H -2.58300 -3.06442 -5.23894 -0.089 -0.024 -0.010
H -2.05605 -3.46772 -2.89523 -0.044 -0.122 0.049
```
Forces are in eV/Å.

> Number 2 is which compound?

C34H36LuN2O4S2Si

> Among the records above, which one has the lowest frontier orbital gap?

C28H17F5IN2OTi

> Number 1 is which compound?

C28H17F5IN2OTi

> Look up the frontier orbital gap of the second one.

7.6 eV